51
Properties=species:S:1:pos:R:3:forces:R:3:mulliken_spin:R:1 method="wB97M-V/def2-TZVPD" orbital_gap_ha="0.2099 / 0.2062" total_energy_ha=-2112.16810 spin_multiplicity=2 lumo_energy_ev="-7.9 / -8.0" total_charge=+2 e_above_lowest_kcal_mol=53.1 homo_energy_ha="-0.498 / -0.499"
Ir 0.10930 0.75083 -0.49779 1.98 2.14 0.90 1.0010
N 1.81291 0.61217 1.06055 -0.91 -0.58 -0.54 0.0282
C 1.65051 1.65441 2.09174 -0.17 0.14 0.14 0.0039
C 0.19898 1.65565 2.51004 0.33 -0.08 0.07 0.0074
N -0.61787 1.94312 1.32018 -0.42 -0.94 -0.89 0.0207
H 1.69980 -0.29939 1.49710 0.19 -0.02 0.03 -0.0027
H 2.75137 0.63858 0.67902 -0.04 0.00 -0.15 0.0005
H 1.92284 2.61577 1.65466 0.03 -0.01 -0.02 -0.0037
H 2.29490 1.47245 2.95301 0.04 -0.03 -0.04 -0.0003
H 0.03440 2.38100 3.30731 -0.10 0.02 -0.04 -0.0004
H -0.08130 0.66787 2.88002 -0.06 0.04 0.03 -0.0012
H -0.61821 2.93756 1.11718 -0.01 -0.01 -0.18 -0.0022
H -1.58033 1.66072 1.48412 -0.03 0.16 0.12 -0.0002
O -1.47890 -3.14060 1.25444 0.17 0.40 -0.78 0.0017
B -1.53611 -1.76285 1.12807 -0.61 -1.26 1.67 0.0115
O -1.87453 -1.16327 2.32979 0.16 0.67 -0.72 0.0015
C -2.06813 -2.20173 3.21663 0.02 -0.97 0.13 0.0012
C -2.44329 -2.15692 4.54292 0.05 0.27 -0.23 0.0005
C -2.52819 -3.37586 5.20057 0.01 -0.17 0.03 0.0003
C -2.23948 -4.57949 4.55549 -0.07 0.15 0.17 0.0001
C -1.87522 -4.61930 3.21754 0.10 0.02 -0.30 0.0005
C -1.81169 -3.40768 2.56163 -0.17 0.41 0.85 0.0015
H -2.66526 -1.22041 5.03624 0.00 -0.02 0.02 -0.0001
H -2.82694 -3.39094 6.23956 0.02 -0.01 0.00 0.0000
H -2.30220 -5.50310 5.11357 -0.02 -0.01 -0.02 0.0000
H -1.64524 -5.55001 2.71772 -0.04 0.01 -0.03 -0.0001
C 4.02599 0.96141 -2.65139 -0.43 -0.08 0.14 -0.0067
Sb 2.04373 0.12790 -2.49256 -0.32 0.05 0.46 -0.0258
C 2.47070 -1.96038 -2.28766 -0.11 0.33 -0.14 0.0039
C 1.32088 0.38030 -4.48786 0.06 -0.02 0.32 0.0003
H 4.50986 0.45813 -3.48716 0.00 -0.01 0.01 -0.0011
H 4.59778 0.79032 -1.74207 0.00 -0.02 0.00 0.0003
H 3.97159 2.02926 -2.85157 -0.01 0.00 0.00 -0.0001
H 2.48752 -2.40932 -3.27890 0.03 -0.04 0.02 0.0000
H 1.69604 -2.43169 -1.68661 0.02 -0.02 0.00 -0.0004
H 3.43924 -2.09071 -1.81035 0.01 0.00 0.00 -0.0007
H 1.55726 -0.51885 -5.05367 0.01 0.01 -0.01 -0.0005
H 1.80805 1.23824 -4.94620 0.02 0.00 0.01 -0.0004
H 0.24456 0.52272 -4.45973 0.00 0.00 -0.03 0.0007
I -4.13508 4.01958 -3.72515 0.32 -0.11 0.14 0.0006
C -2.30114 3.45109 -2.93856 -0.34 0.10 -0.12 -0.0035
C -1.05493 3.91927 -3.29932 -0.18 -0.07 0.04 0.0023
N -0.15749 3.27817 -2.53016 -0.03 0.15 -0.25 -0.0040
N -0.75490 2.43629 -1.67346 0.34 -0.99 0.36 -0.0027
C -2.06011 2.52068 -1.92202 -0.06 0.27 -0.16 -0.0029
H -0.77389 4.65612 -4.03354 0.08 0.00 0.04 0.0001
H 0.83709 3.41790 -2.51374 0.07 -0.04 0.11 -0.0005
H -2.77176 1.92548 -1.37339 0.02 -0.02 0.00 0.0035
O -0.63757 -0.65448 -2.33544 -1.58 -1.37 -0.20 0.0039
S -1.41191 -1.64637 -1.52570 1.10 1.90 1.52 -0.0627
N -1.23360 -1.03963 -0.06510 0.53 -0.34 -2.49 0.0264

46
Properties=species:S:1:pos:R:3:forces:R:3:mulliken_spin:R:1 method="wB97M-V/def2-TZVPD" orbital_gap_ha="0.2618 / 0.2248" total_energy_ha=-2122.73238 spin_multiplicity=2 lumo_energy_ev="-2.8 / -4.8" total_charge=+1 e_above_lowest_kcal_mol=0.0 homo_energy_ha="-0.366 / -0.400"
Pb -0.93134 0.42738 0.46537 1.54 -1.28 -1.14 0.0895
P -2.73948 -1.49360 1.15058 0.05 0.30 -0.25 0.3352
P -0.58039 3.13943 0.49211 -0.34 -0.34 0.38 0.4410
N 0.03655 -1.81263 -0.50852 -0.31 1.00 1.01 0.0353
N 1.19920 0.62473 -0.69945 -0.21 1.12 0.38 0.0421
H 1.78306 -2.61175 -1.35083 0.19 -0.04 0.25 0.0015
H 3.01457 -0.39521 -1.11130 -0.02 0.14 -0.19 0.0016
H 1.99781 -1.94691 0.30001 -0.11 0.04 -0.19 -0.0004
C 1.49614 -1.80087 -0.66799 -0.75 -0.73 -0.17 0.0008
H 1.76952 -0.51406 -2.38466 0.02 -0.04 0.18 -0.0025
C 1.94084 -0.49609 -1.29797 -0.23 0.82 0.20 0.0072
H -0.14926 -3.84172 -0.09754 0.17 0.11 0.05 -0.0043
H 2.50349 2.12904 -1.34171 -0.03 -0.28 0.04 -0.0047
C -0.59978 -2.84394 -0.00508 0.06 -0.26 -0.32 -0.0122
C 1.57360 1.88419 -0.81263 -0.14 -1.19 -0.05 0.0142
C -1.86527 -2.89667 0.58777 -0.23 -0.26 0.41 0.0133
C 0.93788 3.04395 -0.34567 0.06 0.94 0.00 -0.0152
H -2.23194 -3.90351 0.74699 -0.21 0.20 0.22 0.0134
H 1.48805 3.95384 -0.58066 -0.40 -0.05 0.19 0.0109
H -1.87274 3.46875 -0.07338 1.07 0.21 0.35 -0.0042
H -0.67951 3.31295 1.92508 0.11 0.26 -1.03 -0.0040
H -3.86226 -1.03766 0.38595 0.31 -0.40 0.58 0.0113
H -3.05424 -1.25143 2.54546 -0.09 -0.72 -0.93 0.0060
H -0.09528 0.95787 -2.86627 -0.29 -0.25 0.05 -0.0016
C -1.12666 0.63067 -3.08395 -0.22 -0.38 1.10 0.0020
C -2.02694 1.84511 -3.04742 -0.12 0.36 -0.73 -0.0010
C -1.14423 -0.22017 -4.32603 -0.16 0.06 -0.34 -0.0008
O -1.63157 -0.21124 -1.97635 1.02 -0.13 0.08 0.0081
H -1.86343 2.46629 -3.94220 0.00 -0.12 0.33 -0.0003
H -3.07656 1.55031 -3.04484 0.00 -0.09 -0.03 -0.0007
H -1.85015 2.47651 -2.16628 0.11 -0.23 -0.18 0.0025
H -0.41595 -1.03856 -4.25294 -0.16 0.17 0.02 -0.0002
H -2.13781 -0.64769 -4.49204 0.11 0.06 0.04 0.0003
H -0.88543 0.38513 -5.19334 0.07 -0.02 -0.10 0.0004
H -1.04235 -1.01792 -1.86876 -0.52 0.89 -0.03 -0.0003
Cl 2.94390 2.16302 4.79942 0.06 0.13 -0.09 0.0002
C 2.07921 0.81665 4.18099 -0.27 -0.65 -0.18 0.0011
C 1.95924 -0.34518 4.95093 -0.17 0.22 -0.37 -0.0003
C 1.21920 -1.39627 4.42556 -0.21 -0.23 -0.23 0.0012
C 0.61666 -1.27355 3.16719 0.62 1.02 0.48 0.0016
N 0.74276 -0.14392 2.42447 -0.02 -0.09 0.70 0.0066
C 1.47730 0.87967 2.91955 -0.22 -0.48 0.44 -0.0007
H 2.41492 -0.39954 5.93751 -0.08 0.00 -0.24 0.0001
H 1.07538 -2.32298 4.99110 0.12 0.41 -0.23 0.0002
H 0.01740 -2.09476 2.79784 -0.06 0.13 -0.37 0.0011
H 1.57587 1.80234 2.34392 -0.09 -0.36 -0.11 0.0043

47
Properties=species:S:1:pos:R:3:forces:R:3:mulliken_spin:R:1 method="wB97M-V/def2-TZVPD" orbital_gap_ha="0.2772 / 0.2773" total_energy_ha=-2699.74458 spin_multiplicity=6 lumo_energy_ev="-3.3 / -3.3" total_charge=+1 e_above_lowest_kcal_mol=6.1 homo_energy_ha="-0.399 / -0.399"
Sm 0.19504 1.61393 -1.48872 0.23 0.76 -0.47 5.0925
C -3.06516 -0.62947 3.40458 -0.02 0.19 -0.01 -0.0001
C -3.21386 0.84303 3.03888 0.19 -0.37 0.27 -0.0002
N -3.23646 1.06783 1.60748 -0.27 0.11 -0.10 -0.0013
C -2.16156 1.03103 0.81718 0.31 -0.06 -0.53 -0.0016
S -2.44926 1.58453 -0.81422 0.09 0.30 -0.14 -0.0157
N -1.05486 0.53153 1.32908 -0.16 -0.24 1.09 -0.0070
N 0.11524 0.68523 0.67898 0.52 -0.36 0.26 -0.0091
C 1.17124 0.11883 1.20178 -1.14 0.23 0.08 -0.0029
C 1.07634 -0.73587 2.42668 -0.17 0.06 -0.24 -0.0007
C 2.46814 0.46903 0.62048 0.66 0.18 -0.27 -0.0012
C 3.65204 0.26433 1.33838 -0.48 -0.03 -0.21 0.0000
C 4.85364 0.69823 0.81478 -0.10 0.18 -0.27 0.0003
C 4.85654 1.33733 -0.41732 -0.11 -0.17 0.13 0.0001
C 3.65084 1.49123 -1.08062 -0.05 0.07 -0.12 -0.0048
N 2.48164 1.07343 -0.59222 0.09 -0.26 0.56 -0.0074
H -3.08706 -0.74407 4.48378 -0.04 -0.05 0.15 0.0000
H -2.11566 -1.00267 3.03918 0.08 -0.09 -0.04 0.0001
H -3.86656 -1.22147 2.97308 -0.14 -0.08 -0.03 0.0000
H -2.37586 1.40373 3.46178 -0.14 0.05 0.02 0.0000
H -4.14906 1.23233 3.43908 0.07 0.10 0.00 0.0000
H -4.08246 1.41413 1.18128 0.13 -0.02 0.06 0.0000
H 0.06724 -1.13697 2.48948 0.09 0.01 0.08 0.0002
H 1.25094 -0.12987 3.31378 0.01 0.02 0.19 0.0003
H 1.79084 -1.55307 2.40958 0.14 -0.02 -0.02 0.0001
H 3.61704 -0.20697 2.30568 -0.01 -0.07 0.10 0.0001
H 5.76994 0.55613 1.36568 0.10 -0.01 0.04 0.0000
H 5.77084 1.70313 -0.85192 0.08 0.06 -0.11 0.0001
H 3.61074 1.98613 -2.04662 0.04 -0.03 0.06 0.0003
Cl 0.81394 3.87713 0.04888 -0.05 -0.19 -0.26 -0.0037
C 0.80654 3.95093 -1.82522 0.16 0.73 0.21 -0.0344
H 1.78574 4.39473 -2.04642 -0.15 -0.24 -0.09 0.0004
H 0.07364 4.74853 -2.01012 0.07 -0.31 -0.13 0.0013
C -2.10076 -1.79507 -1.21642 0.41 0.02 -0.51 0.0007
P -0.77276 -1.73937 -2.46412 -0.90 -1.19 0.24 -0.0009
C -1.54746 -1.86237 -4.10802 0.40 0.12 0.58 0.0001
C 0.22994 -3.22607 -2.13042 -0.25 0.64 -0.21 0.0001
O 0.06804 -0.48947 -2.35562 0.31 0.38 -0.25 -0.0051
H -2.60196 -2.75777 -1.25032 0.01 -0.21 -0.04 0.0000
H -2.83136 -1.00667 -1.39472 0.11 0.00 0.00 -0.0002
H -1.65416 -1.65387 -0.23002 -0.02 0.03 -0.01 -0.0002
H -2.11416 -2.78347 -4.19922 -0.05 -0.13 0.00 0.0000
H -0.77406 -1.82477 -4.87382 0.01 -0.04 -0.02 0.0000
H -2.21976 -1.01477 -4.24052 0.00 0.02 0.04 0.0000
H -0.33796 -4.12287 -2.35482 -0.10 -0.12 -0.03 0.0000
H 0.49564 -3.22757 -1.07372 0.00 0.03 0.02 0.0000
H 1.14024 -3.21187 -2.72442 0.04 0.02 -0.08 0.0000